Entry 1:
The following is a quantum chemistry calculation of a structure of composition C24H27N3O5S5Sn, from the OMol25 dataset.

```
65
Properties=species:S:1:pos:R:3:forces:R:3
Sn 0.024 -0.003 0.085 -0.41 0.21 0.62
C 0.871 -2.651 -3.409 0.18 0.33 0.20
C 0.533 -3.787 -2.450 -0.25 0.13 0.31
S -0.380 -3.271 -0.949 0.19 0.07 -0.16
C 0.637 -3.949 0.393 -0.19 0.06 -0.23
C 2.103 -3.556 0.434 0.12 0.37 0.13
S 2.428 -1.760 0.607 -0.11 -0.08 -0.21
C 3.622 -1.412 -0.731 -0.21 -0.04 0.21
C 3.252 -1.865 -2.133 -0.29 0.16 -0.09
S 1.671 -1.170 -2.715 0.03 -0.16 0.00
H -0.036 -2.253 -3.867 0.00 -0.06 -0.05
H 1.517 -3.028 -4.204 -0.13 -0.05 -0.09
H 1.429 -4.312 -2.124 0.00 -0.04 -0.07
H -0.104 -4.496 -2.979 0.12 -0.10 -0.01
H 0.562 -5.037 0.358 0.03 0.00 0.11
H 0.122 -3.587 1.283 0.02 -0.08 0.06
H 2.642 -3.908 -0.444 0.02 -0.03 0.04
H 2.549 -4.022 1.312 0.05 -0.10 -0.07
H 4.576 -1.857 -0.447 0.03 0.07 0.01
H 3.716 -0.324 -0.694 0.09 -0.01 0.00
H 3.181 -2.949 -2.203 0.08 0.00 -0.03
H 4.026 -1.526 -2.823 0.09 -0.09 0.07
O -0.566 -1.372 1.954 0.12 0.48 -0.54
N -0.849 -0.785 3.055 0.11 -0.24 0.14
N -0.910 0.476 2.993 -0.02 0.18 -0.09
O -0.719 1.184 1.903 0.31 -0.56 -0.46
C -1.097 1.197 4.216 -0.04 0.18 0.40
C -0.392 2.377 4.391 0.02 -0.07 -0.19
C -0.513 3.063 5.588 -0.02 -0.04 0.00
C -1.342 2.576 6.588 0.00 0.03 0.06
C -2.058 1.403 6.391 0.07 0.01 0.03
C -1.933 0.700 5.205 -0.03 -0.04 -0.15
H 0.251 2.728 3.595 0.00 0.03 0.01
H 0.053 3.972 5.742 -0.02 0.01 -0.01
H -1.425 3.108 7.527 -0.03 0.02 -0.02
H -2.709 1.031 7.171 -0.01 -0.02 -0.02
H -2.474 -0.220 5.037 0.00 -0.01 0.00
C -0.624 6.199 -1.217 0.23 0.09 0.23
C -1.849 5.846 -1.901 -0.18 -0.35 -0.11
C -2.334 4.593 -1.880 -0.14 0.43 -0.13
C -1.669 3.550 -1.121 -0.17 -0.64 -0.05
C -0.272 3.833 -0.620 0.30 -0.13 -0.31
C 0.117 5.268 -0.612 -0.01 0.23 0.01
N -2.128 2.371 -0.926 0.46 0.03 0.33
C -3.385 1.926 -1.356 -0.05 0.08 -0.18
C -4.580 2.557 -1.011 0.10 -0.02 0.04
C -5.790 2.031 -1.434 -0.03 -0.03 -0.02
C -5.826 0.864 -2.184 -0.06 0.00 -0.01
C -4.640 0.230 -2.524 0.03 -0.03 -0.02
C -3.426 0.754 -2.115 0.01 0.10 0.00
H -0.310 7.235 -1.221 0.05 -0.01 0.00
H -2.374 6.616 -2.453 -0.01 -0.01 -0.03
H -3.242 4.334 -2.405 -0.03 0.02 0.00
H -0.089 3.369 0.350 -0.26 -0.01 0.04
H 1.057 5.499 -0.131 0.00 0.02 0.00
H -4.549 3.450 -0.400 -0.01 0.02 0.00
H -6.712 2.541 -1.187 0.00 -0.03 0.07
H -6.774 0.446 -2.495 -0.01 0.02 -0.02
H -4.658 -0.680 -3.111 -0.01 0.01 0.00
H -2.489 0.288 -2.396 -0.01 -0.06 0.06
O 3.486 2.013 -1.109 0.01 0.00 -0.24
S 2.361 2.467 -0.337 0.44 0.26 -0.21
O 2.505 3.677 0.425 0.07 -0.09 0.27
O 1.822 1.349 0.489 -0.52 -0.25 0.13
S 0.900 2.938 -1.778 -0.14 -0.16 0.23
```
Positions in Å, forces in eV/Å.

## Properties
frontier orbital gap: 0.291 Eh
strongest force on any atom: 0.79 eV/A
E_tot: -100039.2381 eV
lowest unoccupied orbital energy: -0.2391 eV
E_HOMO: -8.17 eV
energy relative to the best compared isomer or geometry (same formula, charge and spin): 0.043 eV

Here are the natural (NBO) charges for atoms 1 to 2, given in e:
1 Sn 1.391
2 C -0.535

=====

Entry 2:
The following is a quantum chemistry calculation of the molecule C24H27N3O6S, from the OMol25 dataset.

```
61
Properties=species:S:1:pos:R:3:forces:R:3
C -4.783 -0.150 2.768 -0.07 0.07 -0.41
C -5.580 0.144 1.502 -0.19 -0.04 0.47
O -4.749 0.390 0.385 0.32 0.01 -0.29
C -4.085 -0.644 -0.214 0.13 -0.11 -0.25
C -4.322 -1.993 -0.009 -0.17 0.24 0.13
C -3.596 -2.943 -0.712 0.09 -0.09 -0.08
C -2.636 -2.557 -1.626 -0.10 -0.10 0.09
C -2.383 -1.212 -1.840 0.05 0.07 -0.05
C -3.090 -0.254 -1.134 -0.19 -0.21 0.00
N -2.852 1.122 -1.231 -0.45 0.00 0.27
C -1.957 1.770 -2.008 -0.26 -0.05 -0.37
O -1.308 1.277 -2.909 0.03 0.03 -0.13
C -1.781 3.208 -1.578 0.60 -0.20 0.67
S -0.994 3.087 0.081 0.43 0.37 -0.16
O -0.179 4.252 0.293 0.08 -0.06 -0.33
O -2.047 2.819 1.027 -0.11 -0.32 0.01
C 0.027 1.661 -0.090 -0.20 0.76 -0.03
C 1.084 1.581 -0.954 -0.06 0.26 0.11
N 1.545 0.305 -1.013 -0.09 0.44 -0.08
C 2.628 -0.167 -1.832 0.19 -0.38 -0.30
C 3.680 -0.964 -1.044 -0.19 0.23 -0.12
O 3.944 -2.106 -1.364 -0.07 -0.28 -0.29
N 4.264 -0.356 0.007 0.18 -0.01 0.26
C 4.178 1.034 0.399 0.34 0.39 0.02
C 5.580 1.660 0.320 -0.37 0.11 -0.03
O 6.506 0.956 1.109 0.07 0.08 0.13
C 6.597 -0.392 0.704 -0.17 -0.32 0.04
C 5.237 -1.086 0.802 0.37 -0.14 -0.01
C 0.766 -0.480 -0.198 -0.67 0.02 0.55
C 0.810 -1.847 0.050 0.12 -0.12 -0.04
C -0.123 -2.363 0.922 0.09 -0.03 -0.04
C -1.074 -1.548 1.545 -0.09 0.04 0.11
C -1.130 -0.195 1.302 0.10 -0.10 0.03
C -0.206 0.349 0.412 0.15 -0.42 0.00
H -4.197 -1.059 2.650 0.06 -0.10 0.05
H -5.460 -0.271 3.608 -0.05 -0.04 0.11
H -4.107 0.676 2.973 0.06 0.07 0.06
H -6.292 -0.662 1.287 0.05 0.12 -0.04
H -6.142 1.074 1.625 0.00 -0.18 -0.02
H -5.073 -2.321 0.693 -0.07 0.03 0.09
H -3.793 -3.990 -0.539 -0.02 -0.09 0.02
H -2.076 -3.299 -2.173 0.07 -0.07 -0.06
H -1.634 -0.897 -2.546 0.03 0.04 -0.03
H -3.290 1.645 -0.479 0.07 0.02 -0.18
H -1.108 3.743 -2.240 0.04 -0.07 -0.02
H -2.716 3.744 -1.448 -0.07 0.08 0.12
H 1.522 2.368 -1.537 0.13 0.09 -0.18
H 2.244 -0.852 -2.597 0.14 0.13 0.13
H 3.095 0.683 -2.337 -0.09 -0.04 0.05
H 3.819 1.084 1.433 -0.04 0.06 -0.09
H 3.496 1.593 -0.234 0.02 -0.03 0.04
H 5.914 1.670 -0.730 -0.04 0.03 0.06
H 5.561 2.681 0.703 -0.04 -0.03 -0.08
H 6.963 -0.449 -0.332 -0.01 -0.02 0.08
H 7.320 -0.864 1.370 -0.03 -0.04 -0.08
H 4.901 -1.094 1.844 0.03 -0.02 -0.03
H 5.293 -2.106 0.421 0.00 0.10 0.10
H 1.544 -2.481 -0.422 0.10 -0.11 -0.07
H -0.121 -3.421 1.133 0.02 -0.11 0.00
H -1.778 -2.001 2.227 -0.10 -0.03 0.06
H -1.856 0.445 1.775 -0.13 0.02 0.06
```
Positions in Å, forces in eV/Å.

## Properties
frontier orbital gap: 0.318 Eh
strongest force on any atom: 0.92 eV/A
E_tot: -52917.0497 eV
SMILES string: CCOc1ccccc1NC(=O)CS(=O)(=O)c1cn(CC(=O)N2CCOCC2)c2ccccc12
lowest unoccupied orbital energy: 0.5564 eV
E_HOMO: -8.11 eV
energy relative to the best compared isomer or geometry (same formula, charge and spin): 1.470 eV

Here are the natural (NBO) charges for atoms 1 to 2, given in e:
1 C -0.641
2 C -0.056

=====

Entry 3:
The following is a quantum chemistry calculation of the molecule C24H27N3O7S at a distorted geometry, from the OMol25 dataset.

```
62
Properties=species:S:1:pos:R:3:forces:R:3
O 1.651 3.456 2.332 -0.09 0.13 0.13
C 1.422 2.454 1.684 0.24 0.10 0.02
C 0.175 2.205 0.946 -0.50 0.36 -0.06
C -0.984 2.766 1.313 0.70 -0.16 0.11
C -2.271 2.493 0.705 -0.57 -0.01 -0.14
C -3.432 2.734 1.439 0.40 -0.01 -0.07
C -4.692 2.369 0.979 -0.33 -0.23 -0.37
C -4.758 1.753 -0.249 0.57 -0.01 -0.08
C -3.606 1.548 -1.018 -0.31 0.08 0.37
C -2.364 1.912 -0.574 -0.27 -0.04 -0.12
O -3.951 0.935 -2.191 0.47 0.30 0.13
C -5.330 0.647 -2.082 -0.70 -0.88 -0.83
O -5.840 1.265 -0.917 -0.02 0.37 0.41
N 2.389 1.485 1.550 0.38 0.04 0.23
C 2.255 0.179 1.072 -0.28 -0.45 -0.13
C 1.095 -0.543 1.310 0.27 0.08 0.04
C 0.975 -1.845 0.865 -0.37 -0.32 -0.07
S -0.575 -2.674 1.168 0.12 0.44 -0.22
O -0.830 -2.714 2.578 -0.06 0.24 0.10
O -0.589 -3.913 0.438 0.15 0.16 -0.15
N -1.619 -1.539 0.499 0.67 -0.66 0.55
C -1.770 -1.653 -0.938 -0.14 -0.20 -0.51
C -2.901 -2.620 -1.299 0.32 0.02 -0.13
O -4.104 -2.244 -0.661 -0.16 0.16 -0.11
C -3.954 -2.270 0.743 0.12 0.17 0.31
C -2.865 -1.297 1.199 -0.52 -0.17 0.33
C 2.027 -2.471 0.230 -0.19 -0.15 0.06
C 3.201 -1.774 0.014 0.05 0.14 0.06
C 3.340 -0.435 0.395 -0.38 -0.16 0.06
N 4.514 0.282 0.212 0.19 0.12 0.28
C 5.767 -0.404 -0.042 0.18 -0.08 -0.29
C 6.050 -0.557 -1.543 0.01 -0.15 0.27
O 6.015 0.697 -2.187 0.15 0.03 -0.03
C 4.771 1.329 -1.991 -0.22 0.23 0.26
C 4.485 1.552 -0.499 0.03 0.12 -0.64
H 0.239 1.528 0.107 -0.12 -0.11 -0.06
H -0.983 3.407 2.186 0.06 0.06 0.10
H -3.347 3.195 2.411 0.04 0.05 0.11
H -5.580 2.544 1.562 -0.12 0.02 0.09
H -1.492 1.761 -1.187 0.15 -0.06 -0.10
H -5.858 1.034 -2.964 0.15 0.01 0.22
H -5.468 -0.445 -2.006 0.09 0.30 0.06
H 3.288 1.720 1.954 -0.12 0.07 -0.02
H 0.281 -0.109 1.867 -0.03 0.14 0.08
H -1.992 -0.660 -1.339 0.06 -0.08 0.00
H -0.823 -2.011 -1.341 -0.04 0.09 -0.25
H -2.614 -3.636 -0.995 -0.07 0.08 -0.09
H -3.103 -2.595 -2.372 0.09 -0.04 0.04
H -3.689 -3.287 1.069 -0.08 0.04 0.00
H -4.924 -1.991 1.160 0.08 -0.05 0.06
H -3.169 -0.265 1.002 0.04 -0.06 0.02
H -2.662 -1.424 2.262 -0.21 0.14 0.02
H 1.913 -3.494 -0.093 0.04 -0.13 -0.08
H 4.015 -2.278 -0.484 0.07 0.00 -0.07
H 5.770 -1.371 0.459 0.04 0.01 0.02
H 6.559 0.216 0.393 0.01 -0.11 -0.02
H 7.052 -0.956 -1.707 -0.08 -0.07 0.04
H 5.312 -1.229 -2.006 0.08 0.02 0.02
H 4.828 2.282 -2.517 -0.09 -0.03 0.02
H 3.965 0.717 -2.429 0.04 0.07 0.01
H 3.518 2.038 -0.388 0.09 0.01 0.03
H 5.265 2.196 -0.080 -0.09 0.05 -0.03
```
Positions in Å, forces in eV/Å.

## Properties
frontier orbital gap: 0.299 Eh
strongest force on any atom: 1.40 eV/A
E_tot: -54962.6364 eV
SMILES string: O=C(/C=C/c1ccc2c(c1)OCO2)Nc1cc(S(=O)(=O)N2CCOCC2)ccc1N1CCOCC1
lowest unoccupied orbital energy: -0.0408 eV
E_HOMO: -8.19 eV
energy relative to the best compared isomer or geometry (same formula, charge and spin): 1.436 eV

Here are the natural (NBO) charges for atoms 1 to 2, given in e:
1 O -0.600
2 C 0.654

=====

Which of these has the lowest E_tot? C24H27N3O5S5Sn

=====

Among the records above, which one has the highest energy relative to the best compared isomer or geometry (same formula, charge and spin)? C24H27N3O6S